(1)
Formula: CH10NO6
Source: OMol25
Level of theory: ωB97M-V with the def2-TZVPD basis set

Geometry as XYZ:
```
18
CH10NO6 | OMol25 | ωB97M-V with the def2-TZVPD basis set
N -2.031 1.307 0.080
C -1.062 0.583 0.777
O -0.411 1.177 1.662
O -0.910 -0.614 0.383
H -2.283 2.231 0.378
H -2.296 1.053 -0.855
H 0.291 -2.698 0.217
H 0.893 -1.734 -0.713
O 0.794 -2.691 -0.608
H 2.042 1.198 -0.054
H 1.028 2.258 -0.199
O 1.910 2.032 -0.528
H -0.907 -0.837 -1.366
H -0.602 -1.619 -2.616
O -0.823 -0.717 -2.346
H 0.987 0.288 2.147
H 1.554 -0.973 1.535
O 1.824 -0.245 2.105
```

## Properties
- orbital gap (eV) = 9.4
- charge = -1
- E_HOMO (eV) = -5.67
- energy relative to the best compared isomer or geometry (same formula, charge and spin) (kJ/mol) = 33.8
- spin multiplicity = 1
- electronic energy (a.u.) = -550.4308

Results of the Löwdin charge analysis, in e, for atoms 1 through 4: 0.12 -0.79 -0.06 -0.09



(2)
Formula: C19H34AsO9PRuS5
Source: OMol25
Level of theory: ωB97M-V with the def2-TZVPD basis set

Geometry as XYZ:
```
70
C19H34AsO9PRuS5 | OMol25 | ωB97M-V with the def2-TZVPD basis set
Ru 0.815 -0.302 -0.167
O -3.614 0.253 1.229
S -2.391 0.639 0.552
O -2.015 -0.316 -0.497
O -1.280 0.970 1.423
C -2.810 2.157 -0.334
C -4.076 2.663 -0.059
C -4.535 3.828 -0.653
C -3.722 4.506 -1.543
C -2.459 4.012 -1.830
C -1.984 2.845 -1.239
S -0.307 2.385 -1.732
O 0.059 3.366 -2.735
O 0.513 2.428 -0.521
O -0.382 1.013 -2.255
H -4.692 2.114 0.638
H -5.525 4.198 -0.415
H -4.061 5.418 -2.019
H -1.809 4.526 -2.522
C 2.352 -0.148 4.240
C 1.691 -0.517 2.937
S 1.921 0.546 1.614
C 0.980 -1.673 2.788
C 0.838 -2.668 3.908
S 0.255 -2.009 1.283
H 2.818 0.834 4.172
H 3.124 -0.875 4.507
H 1.623 -0.129 5.053
H 1.811 -2.959 4.311
H 0.325 -3.564 3.560
H 0.255 -2.245 4.730
C 2.992 0.758 -4.808
C 2.120 -0.135 -3.952
O 2.870 -0.622 -2.818
P 2.723 0.031 -1.360
O 4.040 -0.598 -0.682
C 3.974 -1.811 0.082
C 4.566 -2.948 -0.722
O 3.243 1.499 -1.706
C 3.499 2.529 -0.745
C 3.525 3.835 -1.499
H 2.430 1.071 -5.692
H 3.891 0.232 -5.132
H 3.282 1.648 -4.253
H 1.810 -1.031 -4.492
H 1.227 0.387 -3.610
H 2.939 -2.021 0.362
H 4.533 -1.629 1.003
H 3.978 -3.119 -1.623
H 4.567 -3.863 -0.125
H 5.591 -2.720 -1.016
H 4.456 2.301 -0.268
H 2.705 2.541 0.001
H 4.306 3.830 -2.261
H 3.718 4.655 -0.806
H 2.557 3.996 -1.978
C -2.732 -3.146 -0.911
As -1.595 -2.451 -2.290
C -1.578 -3.896 -3.566
C -2.467 -1.083 -3.307
S 0.455 -2.194 -1.856
H -3.678 -3.459 -1.355
H -2.887 -2.358 -0.183
H -2.225 -3.998 -0.458
H -2.601 -4.169 -3.826
H -1.062 -4.749 -3.129
H -1.042 -3.570 -4.455
H -3.404 -1.479 -3.698
H -1.799 -0.793 -4.117
H -2.622 -0.235 -2.650
```

## Properties
- orbital gap (alpha / beta) (eV) = 6.1 / 6.7
- charge = -1
- E_HOMO (alpha / beta) (eV) = -4.25 / -4.30
- expectation value of S² = 0.93
- energy relative to the best compared isomer or geometry (same formula, charge and spin) (kJ/mol) = 113.2
- spin multiplicity = 2
- electronic energy (a.u.) = -6084.7003

Results of the Löwdin charge analysis, in e, for atoms 1 through 4: 0.49 -0.34 0.43 -0.49



(3)
Formula: CH8Ni2O7
Source: OMol25
Level of theory: ωB97M-V with the def2-TZVPD basis set

Geometry as XYZ:
```
18
CH8Ni2O7 | OMol25 | ωB97M-V with the def2-TZVPD basis set
Ni -8.710 -9.821 4.016
Ni -10.436 -6.520 1.904
C -8.646 -7.208 3.688
O -9.293 -6.163 3.640
O -8.261 -7.854 4.695
O -9.000 -8.025 2.789
O -5.492 -6.718 5.204
H -5.779 -5.867 4.874
H -6.270 -7.273 5.149
O -11.304 -5.836 5.795
H -11.705 -5.401 5.043
H -10.528 -6.268 5.437
O -8.268 -6.831 7.512
H -8.240 -7.531 8.165
H -8.216 -7.286 6.671
O -8.441 -4.183 5.286
H -8.644 -4.954 4.757
H -8.354 -4.519 6.178
```

## Properties
- orbital gap (alpha / beta) (eV) = 7.5 / 3.4
- charge = +2
- E_HOMO (alpha / beta) (eV) = -17.92 / -17.11
- expectation value of S² = 6.02
- energy relative to the best compared isomer or geometry (same formula, charge and spin) (kJ/mol) = 183.6
- spin multiplicity = 5
- electronic energy (a.u.) = -3585.2569

Results of the Löwdin charge analysis, in e, for atoms 1 through 4: 1.24 0.81 -0.84 -0.01



Question: Number 3 is which compound?
Answer: CH8Ni2O7